DFT (the ωB97M-V functional and the def2-TZVPD basis) results for a gas-phase ion, C7H8NO3 (charge +1).

Last column: Mulliken charge in e.
Geometry (Å):
C1 2.475 -1.325 -0.342  -1.15
C2 1.331 -0.224 -0.097  0.37
N1 1.661 1.195 -0.058  -0.05
C3 0.627 2.209 0.139  -0.24
C4 -0.860 1.846 0.359  -0.50
C5 -1.234 0.328 0.361  0.55
C6 -2.709 -0.250 0.619  0.32
O1 -3.067 -0.321 1.826  -0.41
O2 -3.589 -0.720 -0.385  -0.44
C7 -0.119 -0.758 0.107  0.22
O3 -0.464 -2.142 0.082  -0.49
H1 2.159 -2.345 0.101  0.32
H2 2.724 -1.402 -1.456  0.33
H3 3.440 -1.043 0.233  0.38
H4 2.649 1.475 -0.171  0.30
H5 0.972 3.305 0.124  0.36
H6 -1.696 2.619 0.529  0.39
H7 -3.713 -0.057 -1.103  0.36
H8 -0.588 -2.389 -0.869  0.36

## Properties
Gap between HOMO and LUMO: 8.63 eV
Structure (SMILES): Cc1[nH+]ccc(C(=O)O)c1O
ΔE to the lowest compared entry with this formula, charge and spin: 107.3 kcal per mole
Highest occupied orbital energy: -14.061 eV
Total charge: +1